1.
{
  "formula": "C16H18N2O2S",
  "method": "ωB97M-V with the def2-TZVPD basis set",
  "de_lowest_ev": 0.9060,
  "lumo_ev": 0.7,
  "e_homo_ev": -7.76,
  "homo_lumo_gap_ev": 8.47,
  "smiles": "CCOc1ccc(NC(=O)CSc2ccccc2N)cc1",
  "largest_force_ev_per_a": 0.8,
  "species": ["C", "C", "O", "C", "C", "C", "C", "C", "C", "H", "H", "N", "C", "O", "C", "H", "H", "S", "C", "C", "C", "C", "C", "C", "N", "H", "H", "H", "H", "H", "H", "H", "H", "H", "H", "H", "H", "H", "H"],
  "coordinates": [[-5.51822, -1.05265, 0.00274], [-4.89530, 0.10479, 0.77824], [-3.90280, 0.78596, 0.03813], [-2.67350, 0.22132, -0.12678], [-2.22243, -0.94535, 0.47969], [-0.93844, -1.40851, 0.25010], [-0.07889, -0.71425, -0.58912], [-0.52859, 0.45550, -1.19945], [-1.80491, 0.91593, -0.97168], [-2.15841, 1.82235, -1.43673], [0.13324, 1.00862, -1.85075], [1.23828, -1.11871, -0.84412], [1.94401, -2.12515, -0.25988], [1.48031, -2.97112, 0.47061], [3.42078, -2.06316, -0.59596], [3.87150, -3.04903, -0.50344], [3.61606, -1.63869, -1.58045], [4.27814, -1.03927, 0.67330], [3.19248, 0.38309, 0.70415], [2.24171, 0.48757, 1.70353], [1.36217, 1.55420, 1.71696], [1.44700, 2.52076, 0.72741], [2.40506, 2.43002, -0.26221], [3.29976, 1.35900, -0.29478], [4.19610, 1.20574, -1.33304], [4.45042, 2.05161, -1.81885], [4.98023, 0.60534, -1.11245], [2.47379, 3.18905, -1.02880], [0.76073, 3.35401, 0.72750], [0.61272, 1.62726, 2.48867], [2.19120, -0.28193, 2.45832], [1.75228, -0.47658, -1.43248], [-0.60116, -2.31212, 0.72906], [-2.85560, -1.51204, 1.14356], [-4.49474, -0.24013, 1.73950], [-5.65353, 0.86768, 0.97720], [-5.94071, -0.68572, -0.92930], [-6.30804, -1.50733, 0.59438], [-4.77265, -1.80806, -0.23277]]
}


2.
{
  "formula": "C16H18N2O4",
  "method": "ωB97M-V with the def2-TZVPD basis set",
  "de_lowest_ev": 1.2798,
  "lumo_ev": 0.8,
  "e_homo_ev": -7.80,
  "homo_lumo_gap_ev": 8.59,
  "smiles": "CCOc1ccc(NC(=O)CCNC(=O)c2ccco2)cc1",
  "largest_force_ev_per_a": 1.0,
  "species": ["C", "C", "O", "C", "C", "C", "C", "C", "C", "H", "H", "N", "C", "O", "C", "H", "H", "C", "N", "C", "O", "C", "C", "C", "C", "O", "H", "H", "H", "H", "H", "H", "H", "H", "H", "H", "H", "H", "H", "H"],
  "coordinates": [[-4.40445, -0.72280, 0.86416], [-4.51588, 0.63674, 0.17883], [-3.62850, 0.77180, -0.91116], [-2.30363, 1.00088, -0.68222], [-1.49500, 1.02423, -1.82084], [-0.14125, 1.24507, -1.71779], [0.44669, 1.44861, -0.47033], [-0.35520, 1.44877, 0.66161], [-1.71732, 1.22263, 0.55773], [-2.30251, 1.22386, 1.46345], [0.08596, 1.60668, 1.63095], [1.84338, 1.60112, -0.41913], [2.64886, 1.41390, 0.65543], [2.26830, 1.32812, 1.80464], [4.12293, 1.24404, 0.29122], [4.68822, 1.27635, 1.22303], [4.46137, 2.05509, -0.35298], [4.31797, -0.12100, -0.40842], [3.27507, -1.05499, -0.03909], [2.19806, -1.21132, -0.86285], [2.23053, -0.90001, -2.03907], [0.99573, -1.75668, -0.21459], [0.64572, -1.89901, 1.10803], [-0.69414, -2.33378, 1.11308], [-1.06224, -2.41808, -0.19889], [-0.05626, -2.07190, -0.99750], [-1.98512, -2.70358, -0.66421], [-1.29631, -2.55326, 1.97080], [1.24748, -1.69927, 1.97122], [3.15437, -1.22626, 0.94675], [4.25511, -0.01925, -1.49452], [5.29204, -0.54363, -0.15203], [2.28119, 1.57962, -1.33123], [0.47435, 1.22803, -2.60456], [-1.95577, 0.85448, -2.78061], [-5.50933, 0.74733, -0.26546], [-4.37069, 1.44970, 0.90092], [-5.12495, -0.78485, 1.67512], [-4.61061, -1.51408, 0.14788], [-3.40418, -0.87332, 1.26263]]
}


3.
{
  "formula": "C16H18N2O4Sc",
  "method": "ωB97M-V with the def2-TZVPD basis set",
  "lumo_ev": -10.8,
  "e_homo_ev": -17.95,
  "homo_lumo_gap_ev": 7.12,
  "total_charge": 3,
  "largest_force_ev_per_a": 1.3,
  "species": ["Sc", "O", "C", "O", "C", "C", "C", "C", "C", "N", "C", "O", "O", "H", "H", "H", "H", "H", "C", "N", "C", "C", "C", "C", "C", "C", "C", "C", "H", "H", "H", "H", "H", "H", "H", "H", "H", "H", "H", "H", "H"],
  "coordinates": [[0.29740, 1.08876, 0.07018], [0.60248, 5.20560, 1.33817], [0.80270, 3.96559, 1.08523], [0.00840, 3.23012, 0.47070], [2.08888, 3.38987, 1.57148], [3.04626, 4.00759, 2.35682], [4.15630, 3.24823, 2.71772], [4.26580, 1.92777, 2.28461], [3.24538, 1.41855, 1.50449], [2.19481, 2.14005, 1.16878], [3.08289, 0.03355, 0.95575], [3.99375, -0.86862, 1.00161], [1.99496, -0.25464, 0.42508], [-0.25051, 5.54867, 1.00554], [2.93318, 5.03518, 2.68076], [4.92962, 3.68164, 3.34022], [5.12750, 1.33612, 2.57072], [4.84655, -0.59601, 1.38092], [-1.28905, -4.66014, -0.16961], [-1.66470, -3.43464, -0.95339], [-0.79880, -3.28346, -2.16676], [-1.68179, -2.20379, -0.07100], [-2.21121, -0.97657, -0.77462], [-3.45355, -1.08326, -1.37626], [-4.00626, -0.02573, -2.09740], [-3.31810, 1.16974, -2.19689], [-2.10402, 1.29828, -1.54367], [-1.51448, 0.24694, -0.82578], [-1.40252, -5.53230, -0.80800], [-1.94156, -4.74754, 0.69536], [-0.25226, -4.56445, 0.14379], [-2.61967, -3.57356, -1.28466], [0.23306, -3.19827, -1.83544], [-1.10274, -2.40110, -2.72023], [-0.91178, -4.16819, -2.78735], [-0.66122, -2.07661, 0.27530], [-2.30615, -2.46159, 0.78273], [-4.03471, -1.99672, -1.27843], [-4.97335, -0.13863, -2.57043], [-3.73187, 2.00075, -2.75389], [-1.61962, 2.27283, -1.61217]]
}


4.
{
  "formula": "C16H18N2PdS2",
  "method": "ωB97M-V with the def2-TZVPD basis set",
  "lumo_ev": [0.5, -1.1],
  "multiplicity": 3,
  "e_homo_ev": [-7.07, -7.34],
  "homo_lumo_gap_ev": [7.55, 6.26],
  "largest_force_ev_per_a": 0.1,
  "species": ["Pd", "C", "N", "C", "C", "N", "C", "C", "C", "C", "C", "C", "C", "S", "C", "C", "C", "C", "C", "C", "S", "H", "H", "H", "H", "H", "H", "H", "H", "H", "H", "H", "H", "H", "H", "H", "H", "H", "H"],
  "coordinates": [[-0.04150, 1.82176, -0.32029], [-2.84806, 1.36514, 0.92513], [-1.60392, 0.58250, 0.82662], [-1.77579, -0.60663, -0.03691], [-0.46855, -1.02934, -0.69351], [0.01195, 0.02272, -1.60130], [-0.84632, 0.18313, -2.79105], [1.39948, -0.06925, -2.02239], [2.01240, -1.29798, -2.21060], [3.31855, -1.35819, -2.67383], [3.99385, -0.18064, -2.96154], [3.37816, 1.04519, -2.77087], [2.07280, 1.13188, -2.28695], [1.32606, 2.70850, -1.99670], [-1.11916, 0.20743, 2.15426], [-1.93094, -0.57453, 2.97366], [-1.52091, -0.94069, 4.24115], [-0.27539, -0.51854, 4.69488], [0.53381, 0.25153, 3.88593], [0.13092, 0.63649, 2.59937], [1.21296, 1.62144, 1.63010], [-3.67645, 0.77906, 1.33639], [-3.12808, 1.72073, -0.06654], [-2.67146, 2.22339, 1.57045], [-2.51636, -0.36143, -0.79837], [-2.18018, -1.44741, 0.53370], [-0.63166, -1.97272, -1.22895], [0.29914, -1.19113, 0.06576], [-0.93463, -0.77173, -3.32088], [-0.39483, 0.92699, -3.44158], [-1.83742, 0.53968, -2.51609], [1.47561, -2.21314, -1.99569], [3.79935, -2.31755, -2.80962], [5.01335, -0.21427, -3.32350], [3.91367, 1.96418, -2.97113], [-2.90032, -0.89856, 2.61334], [-2.16190, -1.54642, 4.86730], [0.06603, -0.79608, 5.68384], [1.50574, 0.57451, 4.23640]]
}


5.
{
  "formula": "C16H18N4O2",
  "method": "ωB97M-V with the def2-TZVPD basis set",
  "de_lowest_ev": 2.6594,
  "lumo_ev": 0.5,
  "e_homo_ev": -8.27,
  "homo_lumo_gap_ev": 8.80,
  "smiles": "COc1cc(Cn2ccnc2)c(OC)cc1Cn1ccnc1",
  "largest_force_ev_per_a": 0.6,
  "species": ["C", "H", "O", "C", "C", "C", "C", "C", "C", "C", "N", "C", "N", "C", "C", "H", "H", "H", "H", "H", "H", "O", "C", "H", "H", "H", "C", "N", "C", "N", "C", "C", "H", "H", "H", "H", "H", "H", "H", "H"],
  "coordinates": [[2.74641, 2.64173, -0.84818], [2.87199, 3.13062, 0.12339], [2.65308, 1.24443, -0.71682], [1.60737, 0.72294, -0.01368], [0.63543, 1.47685, 0.63343], [-0.38803, 0.86986, 1.34058], [-0.45920, -0.52682, 1.40491], [0.50761, -1.28001, 0.75093], [1.53762, -0.67298, 0.05184], [2.56145, -1.50222, -0.68382], [2.26953, -1.53981, -2.09553], [1.29622, -2.25902, -2.70299], [1.24834, -2.03918, -3.98678], [2.22510, -1.12848, -4.23681], [2.86764, -0.80385, -3.07760], [3.67474, -0.13350, -2.86783], [2.40358, -0.77134, -5.23112], [0.65358, -2.93389, -2.17325], [2.56425, -2.52490, -0.29456], [3.55317, -1.06211, -0.55401], [0.47488, -2.35760, 0.78269], [-1.48994, -1.04119, 2.13077], [-1.68343, -2.43433, 2.13564], [-2.59046, -2.60070, 2.71443], [-1.82760, -2.82143, 1.12260], [-0.84780, -2.95583, 2.61414], [-1.45361, 1.68651, 2.02515], [-2.75334, 1.40764, 1.46791], [-3.09590, 1.44252, 0.15862], [-4.34325, 1.11548, -0.03340], [-4.84390, 0.84823, 1.20078], [-3.87343, 1.02068, 2.14443], [-3.88144, 0.90240, 3.20841], [-5.86567, 0.55200, 1.32880], [-2.40462, 1.70900, -0.61634], [-1.48700, 1.43191, 3.08854], [-1.22863, 2.75466, 1.92340], [0.66236, 2.55451, 0.59542], [1.87119, 3.05618, -1.35762], [3.63168, 2.82103, -1.45643]]
}


6.
{
  "formula": "C16H18N4O3S2",
  "method": "ωB97M-V with the def2-TZVPD basis set",
  "de_lowest_ev": 0.5718,
  "lumo_ev": 0.3,
  "e_homo_ev": -8.09,
  "homo_lumo_gap_ev": 8.43,
  "smiles": "CCOc1ccc(NC(=O)CSc2nnc(NC(=O)C3CC3)s2)cc1",
  "largest_force_ev_per_a": 1.7,
  "species": ["C", "C", "O", "C", "C", "C", "C", "C", "C", "H", "H", "N", "C", "O", "C", "H", "H", "S", "C", "N", "N", "C", "N", "C", "O", "C", "H", "C", "C", "H", "H", "H", "H", "H", "S", "H", "H", "H", "H", "H", "H", "H", "H"],
  "coordinates": [[-6.63362, -2.39334, -0.78778], [-5.38369, -3.14812, -0.34456], [-4.71952, -2.51838, 0.73296], [-3.96441, -1.40976, 0.51129], [-3.67396, -0.85322, -0.72992], [-2.87398, 0.27216, -0.82791], [-2.34954, 0.86227, 0.31300], [-2.63401, 0.30606, 1.55902], [-3.42994, -0.81195, 1.65608], [-3.65398, -1.25086, 2.61501], [-2.22429, 0.75329, 2.45358], [-1.52957, 2.00135, 0.27895], [-1.03731, 2.65579, -0.79297], [-1.27035, 2.41340, -1.95562], [-0.11210, 3.82192, -0.42674], [-0.70910, 4.70269, -0.18487], [0.52281, 4.05216, -1.28321], [0.92411, 3.52644, 1.04494], [1.65472, 2.01433, 0.60872], [2.11849, 1.19672, 1.48217], [2.67346, 0.10982, 0.97199], [2.64544, 0.05363, -0.31641], [3.11960, -0.93406, -1.11506], [3.77095, -2.13558, -0.82349], [4.08673, -2.83469, -1.75784], [4.01972, -2.44904, 0.59132], [3.67361, -1.71633, 1.30326], [5.28473, -3.22161, 0.89874], [3.97547, -3.91282, 0.97493], [3.56065, -4.15494, 1.94069], [3.72881, -4.61011, 0.18894], [5.80395, -2.97092, 1.81033], [5.92588, -3.45049, 0.06124], [2.98694, -0.79729, -2.11151], [1.87537, 1.46507, -1.06040], [-1.23074, 2.32771, 1.19135], [-2.65663, 0.69206, -1.79569], [-4.05900, -1.28359, -1.64041], [-4.69822, -3.29950, -1.18736], [-5.66412, -4.12908, 0.04936], [-6.38021, -1.40249, -1.15658], [-7.13470, -2.94677, -1.57711], [-7.31370, -2.28262, 0.05304]]
}